No. 1
{"formula": "C5H8", "method": "ωB97M-V/def2-TZVPD", "multiplicity": 1, "relative_energy_ev": 2.439, "e_homo_ev": -8.2796, "charge": 0, "elements": ["C", "C", "C", "C", "C", "H", "H", "H", "H", "H", "H", "H", "H"], "positions_angstrom": [[-0.735, -0.907, -0.282], [0.728, -0.709, -0.748], [0.951, 0.302, 0.384], [0.017, 1.443, 0.164], [-0.632, 0.241, 0.704], [-1.540, -0.787, -1.005], [-0.826, -1.875, 0.221], [1.367, -1.595, -0.715], [0.820, -0.276, -1.753], [1.046, -0.077, 1.388], [-0.252, 1.662, -0.865], [0.129, 2.311, 0.802], [-1.071, 0.268, 1.704]]}

***

No. 2
{"formula": "C5H8", "method": "ωB97M-V/def2-TZVPD", "multiplicity": 1, "relative_energy_ev": 3.879, "e_homo_ev": -8.2368, "charge": 0, "elements": ["C", "C", "C", "C", "C", "H", "H", "H", "H", "H", "H", "H", "H"], "positions_angstrom": [[-0.987, -0.648, -0.466], [0.533, -0.781, -0.816], [0.896, 0.127, -1.853], [0.220, 0.980, 1.157], [0.010, -0.404, 0.584], [-1.518, 0.203, -0.884], [-1.530, -1.586, -0.511], [0.847, -1.820, -0.912], [0.561, 1.136, -1.526], [1.284, 1.211, 1.262], [-0.242, 1.050, 2.146], [-0.235, 1.752, 0.530], [0.161, -1.220, 1.289]]}

***

No. 3
{"formula": "C5H8", "method": "ωB97M-V/def2-TZVPD", "multiplicity": 1, "relative_energy_ev": 1.597, "e_homo_ev": -8.5599, "charge": 0, "elements": ["C", "C", "C", "C", "C", "H", "H", "H", "H", "H", "H", "H", "H"], "positions_angstrom": [[-2.381, -0.345, -0.342], [-1.152, 0.069, 0.018], [0.039, -0.377, -0.720], [1.329, -0.232, -0.376], [1.747, 0.592, 0.819], [-2.597, -0.842, -1.272], [-3.374, -0.060, 0.114], [-0.994, 0.647, 0.907], [-0.240, -0.960, -1.609], [2.107, -0.881, -0.909], [1.698, -0.177, 1.677], [2.865, 1.074, 0.636], [0.955, 1.492, 1.056]]}

***

No. 4
{"formula": "C5H8AlF3O4S", "method": "ωB97M-V/def2-TZVPD", "multiplicity": 1, "relative_energy_ev": 2.037, "e_homo_ev": -18.3144, "charge": 2, "elements": ["Al", "C", "F", "F", "F", "S", "O", "O", "O", "C", "C", "C", "O", "C", "H", "H", "H", "H", "H", "H", "H", "H"], "positions_angstrom": [[0.676, 1.899, 1.478], [2.439, -1.504, 0.399], [2.337, -0.888, -0.794], [1.753, -2.666, 0.264], [3.702, -1.715, 0.696], [1.618, -0.428, 1.686], [2.342, 0.848, 1.796], [0.263, -0.101, 1.221], [1.631, -1.150, 2.934], [-1.332, 0.574, -1.819], [-2.352, 0.377, -0.753], [-1.535, 0.299, 0.603], [-0.284, 0.953, 0.274], [-0.028, 0.550, -1.107], [-1.530, 1.566, -2.225], [-1.433, -0.194, -2.585], [-2.938, -0.527, -0.914], [-3.009, 1.247, -0.763], [-1.402, -0.719, 0.969], [-2.045, 0.928, 1.333], [0.390, -0.455, -1.046], [0.738, 1.105, -1.648]]}

***

No. 5
{"formula": "C5H8B4ClF8NO5", "method": "ωB97M-V/def2-TZVPD", "multiplicity": 1, "e_homo_ev": -10.3217, "charge": 0, "elements": ["F", "C", "F", "C", "F", "F", "C", "O", "C", "F", "F", "C", "F", "F", "H", "H", "H", "H", "N", "B", "O", "B", "O", "B", "O", "B", "Cl", "O", "H", "H", "H", "H"], "positions_angstrom": [[-1.395, -2.540, 0.654], [-0.334, -1.708, 0.579], [-0.155, -1.443, -0.744], [0.934, -2.299, 1.184], [1.398, -3.351, 0.454], [1.919, -1.346, 1.113], [0.829, -2.729, 2.656], [0.510, -4.104, 2.908], [-0.873, -4.439, 2.802], [-1.601, -3.297, 2.846], [-1.182, -5.119, 3.939], [-1.191, -5.314, 1.579], [-0.707, -4.783, 0.430], [-2.533, -5.453, 1.410], [-0.601, -0.768, 1.067], [1.828, -2.604, 3.087], [0.194, -2.052, 3.241], [-0.755, -6.310, 1.693], [-0.944, 5.291, -4.199], [-1.069, 4.916, -2.721], [-2.363, 4.483, -2.085], [0.246, 4.923, -1.691], [1.595, 5.439, -2.056], [2.435, 4.192, -2.092], [2.482, 3.387, -0.853], [1.070, 3.165, -0.385], [0.446, 1.447, 0.049], [0.136, 4.344, -0.306], [-0.474, 4.456, -4.651], [-0.204, 6.043, -4.228], [-2.637, 3.647, -2.589], [2.996, 3.926, -3.090]]}

***

No. 6
{"formula": "C5H8BNO2", "method": "ωB97M-V/def2-TZVPD", "multiplicity": 1, "relative_energy_ev": 0.000, "e_homo_ev": -7.5297, "charge": 0, "elements": ["C", "B", "O", "N", "C", "C", "C", "C", "O", "H", "H", "H", "H", "H", "H", "H", "H"], "positions_angstrom": [[0.412, 2.393, 0.231], [-0.485, 1.043, 0.380], [-1.850, 1.069, 0.272], [0.053, -0.288, 0.295], [1.377, -0.599, 0.039], [1.439, -1.879, -0.492], [0.117, -2.472, -0.562], [-0.708, -1.471, -0.164], [-2.021, -1.366, 0.035], [1.299, 2.240, -0.243], [0.676, 2.735, 1.199], [-0.315, 3.088, -0.196], [-2.334, 1.901, 0.107], [2.222, 0.011, 0.322], [2.276, -2.497, -0.489], [-0.083, -3.484, -0.861], [-2.074, -0.425, 0.125]]}

***

No. 7
{"formula": "C5H8BrCl", "method": "ωB97M-V/def2-TZVPD", "multiplicity": 1, "relative_energy_ev": 3.915, "e_homo_ev": [-9.3679, -7.3375], "charge": 0, "elements": ["C", "C", "C", "C", "C", "Cl", "Br", "H", "H", "H", "H", "H", "H", "H", "H"], "positions_angstrom": [[1.044, -1.590, 1.436], [0.358, -0.550, 1.717], [0.783, 1.172, -0.893], [-1.437, -0.243, -1.132], [-0.674, 0.938, -0.666], [0.289, 0.255, 3.248], [-1.494, 2.197, 0.422], [1.722, -2.021, 2.141], [0.945, -2.231, 0.488], [1.334, 1.313, 0.125], [0.901, 2.045, -1.589], [1.230, 0.366, -1.489], [-0.978, -0.539, -2.108], [-1.378, -1.109, -0.537], [-2.645, -0.003, -1.162]]}

***

No. 8
{"formula": "C5H8BrF", "method": "ωB97M-V/def2-TZVPD", "multiplicity": 1, "relative_energy_ev": 3.947, "e_homo_ev": -9.0434, "charge": 0, "elements": ["C", "C", "C", "C", "C", "F", "Br", "H", "H", "H", "H", "H", "H", "H", "H"], "positions_angstrom": [[0.727, -0.352, -0.431], [-0.454, -0.644, 0.067], [1.989, -1.112, -0.500], [0.980, 1.162, -0.484], [-3.330, 0.947, 1.310], [-0.963, -1.858, 0.502], [-4.145, 0.410, -0.189], [2.573, -0.900, 0.469], [1.954, -2.183, -0.588], [2.624, -0.639, -1.264], [1.171, 1.482, 0.572], [1.829, 1.359, -1.222], [0.103, 1.609, -0.804], [-3.989, 0.595, 2.225], [-1.069, 0.126, 0.339]]}

***

No. 9
{"formula": "C5H8BrIO", "method": "ωB97M-V/def2-TZVPD", "multiplicity": 1, "relative_energy_ev": 2.737, "e_homo_ev": [-8.6237, -8.6242], "charge": 0, "elements": ["C", "C", "C", "C", "C", "O", "Br", "I", "H", "H", "H", "H", "H", "H", "H", "H"], "positions_angstrom": [[-1.782, -0.758, -0.520], [0.330, 1.186, -1.065], [1.697, -0.070, 0.647], [-1.071, -1.366, 0.533], [0.472, 0.658, 0.256], [-1.686, -0.928, -1.697], [-0.047, -2.923, 0.394], [-3.300, 0.721, 0.250], [1.208, 1.618, -1.512], [-0.374, 0.504, -1.638], [-0.239, 2.053, -0.843], [2.251, 0.727, 1.234], [1.515, -0.837, 1.351], [2.431, -0.245, -0.178], [-1.470, -1.267, 1.522], [0.065, 0.925, 1.266]]}

***

No. 10
{"formula": "C5H8BrNO4", "method": "ωB97M-V/def2-TZVPD", "multiplicity": 1, "relative_energy_ev": 1.194, "e_homo_ev": -10.3010, "charge": 0, "elements": ["C", "C", "O", "C", "Br", "C", "C", "O", "N", "O", "O", "H", "H", "H", "H", "H", "H", "H", "H"], "positions_angstrom": [[0.291, -1.559, 1.932], [1.319, -0.508, 1.483], [1.841, 0.282, 2.216], [1.602, -0.342, -0.038], [3.109, 0.803, -0.158], [0.493, 0.286, -0.904], [0.067, 1.595, -0.347], [-0.711, -0.515, -0.958], [2.023, -1.748, -0.690], [2.264, -2.607, 0.108], [1.903, -1.777, -1.899], [0.883, -2.365, 2.531], [-0.516, -1.062, 2.653], [0.002, -2.185, 1.061], [1.050, 0.418, -1.871], [-0.578, 1.993, -1.096], [0.967, 2.283, -0.330], [-0.402, 1.516, 0.565], [-1.002, -1.025, -1.796]]}

***

No. 11
{"formula": "C5H8CaO3", "method": "ωB97M-V/def2-TZVPD", "multiplicity": 1, "relative_energy_ev": 0.000, "e_homo_ev": -17.7112, "charge": 2, "elements": ["O", "C", "C", "O", "O", "C", "Ca", "H", "H", "H", "H", "C", "C", "H", "H", "H", "H"], "positions_angstrom": [[2.660, -1.286, 0.200], [-1.778, -0.499, -0.319], [1.417, -1.506, -0.341], [-2.861, -0.484, -0.733], [-1.007, -1.304, 0.215], [0.407, -1.134, 0.733], [4.269, -0.143, 0.142], [1.269, -2.566, -0.614], [1.226, -0.910, -1.253], [0.479, -0.098, 1.077], [0.429, -1.812, 1.590], [-1.283, 2.232, 0.462], [-0.919, 1.605, -0.693], [-0.600, 2.304, 1.313], [-2.327, 2.485, 0.660], [0.132, 1.343, -0.845], [-1.514, 1.773, -1.594]]}

***

No. 12
{"formula": "C5H8Cl2", "method": "ωB97M-V/def2-TZVPD", "multiplicity": 1, "relative_energy_ev": 0.000, "e_homo_ev": -10.5904, "charge": 0, "elements": ["Cl", "C", "C", "C", "C", "Cl", "C", "H", "H", "H", "H", "H", "H", "H", "H"], "positions_angstrom": [[-0.906, -0.539, 0.981], [-2.569, -0.431, 0.442], [-3.176, -1.829, -0.008], [-4.394, -2.134, 0.839], [-4.861, -0.743, 1.322], [-6.018, -0.033, 0.165], [-3.582, 0.082, 1.447], [-2.454, 0.235, -0.471], [-3.422, -1.868, -1.073], [-2.409, -2.612, 0.077], [-5.139, -2.703, 0.314], [-4.171, -2.764, 1.706], [-5.418, -0.865, 2.249], [-3.159, 0.038, 2.436], [-3.738, 1.180, 1.338]]}

***

No. 13
{"formula": "C5H8Cl2N2O2P", "method": "ωB97M-V/def2-TZVPD", "multiplicity": 1, "relative_energy_ev": 0.154, "e_homo_ev": -14.2302, "charge": 1, "elements": ["C", "N", "C", "O", "C", "Cl", "C", "P", "O", "Cl", "N", "C", "H", "H", "H", "H", "H", "H", "H", "H"], "positions_angstrom": [[1.191, -0.365, -2.615], [0.510, -0.713, -1.439], [0.375, 0.016, -0.368], [0.673, 1.277, -0.401], [0.250, 2.263, 0.465], [0.549, 3.820, -0.285], [-0.432, 2.025, 1.584], [-0.799, 0.379, 2.187], [-0.003, 0.062, 3.336], [-2.746, -0.048, 2.460], [-0.465, -0.544, 0.649], [-0.689, -1.973, 0.622], [2.061, -0.973, -2.904], [1.499, 0.641, -2.585], [0.555, -0.313, -3.563], [0.598, -1.682, -1.196], [-0.786, 2.837, 2.173], [-1.360, -2.119, 1.501], [-1.244, -2.163, -0.376], [0.262, -2.427, 0.757]]}

***

No. 14
{"formula": "C5H8Cl3NO", "method": "ωB97M-V/def2-TZVPD", "multiplicity": 1, "relative_energy_ev": 1.367, "e_homo_ev": -9.4086, "charge": 0, "elements": ["C", "C", "Cl", "C", "C", "Cl", "H", "H", "H", "H", "H", "H", "O", "N", "C", "Cl", "H", "H"], "positions_angstrom": [[-0.995, 0.611, 0.218], [-0.565, -0.047, -0.890], [-0.691, -1.780, -0.983], [0.150, 0.588, -2.043], [-0.362, 0.164, -3.439], [1.906, 0.082, -1.895], [-0.808, 1.720, 0.257], [-1.678, 0.102, 1.003], [0.186, 1.709, -2.078], [0.306, 0.576, -4.194], [-1.339, 0.545, -3.379], [-0.319, -0.868, -3.389], [-0.588, -0.102, 4.272], [-0.167, -0.409, 3.059], [1.142, -0.691, 3.037], [1.902, -1.147, 1.530], [0.230, -0.181, 4.929], [1.690, -0.876, 3.985]]}

***

No. 15
{"formula": "C5H8ClF", "method": "ωB97M-V/def2-TZVPD", "multiplicity": 1, "relative_energy_ev": 1.265, "e_homo_ev": -9.7408, "charge": 0, "elements": ["C", "C", "C", "C", "Cl", "C", "F", "H", "H", "H", "H", "H", "H", "H", "H"], "positions_angstrom": [[2.260, -1.640, -0.219], [1.255, -0.467, 0.068], [-0.046, -0.794, 0.154], [-1.037, 0.244, 0.561], [-2.650, -0.157, -0.213], [1.708, 0.911, 0.356], [1.193, 1.892, -0.506], [3.016, -1.323, -0.973], [1.815, -2.501, -0.686], [2.730, -1.922, 0.685], [-0.406, -1.846, 0.110], [-0.705, 1.260, 0.229], [-1.209, 0.247, 1.643], [2.841, 1.014, 0.291], [1.391, 1.181, 1.347]]}

***

No. 16
{"formula": "C5H8ClF", "method": "ωB97M-V/def2-TZVPD", "multiplicity": 1, "relative_energy_ev": 1.190, "e_homo_ev": -9.4541, "charge": 0, "elements": ["C", "C", "C", "C", "F", "C", "Cl", "H", "H", "H", "H", "H", "H", "H", "H"], "positions_angstrom": [[-1.614, -0.690, -1.501], [-0.758, -0.473, -0.278], [-1.211, -0.240, 0.962], [-0.453, -0.067, 2.291], [0.897, 0.138, 2.114], [0.711, -0.592, -0.580], [1.114, 0.954, -1.469], [-2.700, -0.648, -1.384], [-1.459, -1.737, -1.789], [-1.360, -0.160, -2.397], [-2.256, -0.286, 1.196], [-0.911, 0.740, 2.897], [-0.566, -0.975, 2.878], [0.970, -1.423, -1.173], [1.228, -0.594, 0.348]]}

***

No. 17
{"formula": "C5H8ClNO", "method": "ωB97M-V/def2-TZVPD", "multiplicity": 1, "relative_energy_ev": 5.339, "e_homo_ev": -9.8923, "charge": 0, "elements": ["C", "C", "C", "C", "C", "H", "H", "H", "H", "H", "H", "H", "H", "N", "O", "Cl"], "positions_angstrom": [[-0.449, 0.929, -0.612], [0.314, 0.457, 0.652], [1.713, -0.002, 0.559], [0.489, -1.403, -0.523], [-0.522, -0.467, -0.027], [-1.958, 1.678, 0.820], [-2.617, 1.049, -0.786], [-0.003, 1.259, -1.483], [-0.115, 1.011, 1.593], [2.615, 0.694, 0.554], [1.890, -0.756, 1.438], [0.326, -1.621, -1.527], [0.326, -2.426, -0.126], [-1.750, 1.888, -0.231], [1.790, -0.782, -0.485], [-2.051, -1.507, 0.185]]}

***

No. 18
{"formula": "C5H8ClNO2", "method": "ωB97M-V/def2-TZVPD", "multiplicity": 1, "relative_energy_ev": 7.373, "e_homo_ev": [-8.9728, -8.9793], "charge": 0, "elements": ["C", "C", "C", "C", "C", "N", "O", "O", "Cl", "H", "H", "H", "H", "H", "H", "H", "H"], "positions_angstrom": [[-0.220, -1.337, -0.181], [0.467, -0.199, -0.194], [0.407, -2.783, 0.022], [-0.898, 2.340, 0.717], [-0.933, 1.739, -0.590], [1.777, 0.068, -0.043], [2.514, -0.485, -0.878], [2.094, 0.894, 0.755], [-2.442, 0.980, -1.130], [-1.330, -1.392, -0.312], [0.000, -3.210, -0.860], [-0.015, -3.324, 0.807], [1.542, -2.693, 0.125], [-0.858, 1.591, 1.652], [-1.801, 2.951, 0.834], [-0.050, 2.972, 0.702], [-0.254, 1.889, -1.426]]}

***

No. 19
{"formula": "C5H8ClNS", "method": "ωB97M-V/def2-TZVPD", "multiplicity": 1, "relative_energy_ev": 2.721, "e_homo_ev": -8.3681, "charge": 0, "elements": ["C", "C", "N", "C", "C", "C", "S", "Cl", "H", "H", "H", "H", "H", "H", "H", "H"], "positions_angstrom": [[0.349, 1.971, 0.335], [-0.924, 1.587, 0.256], [-1.324, 0.278, 0.278], [-0.458, -0.867, 0.528], [0.280, -1.347, -0.696], [-2.915, 0.012, -0.145], [-3.966, 1.210, -0.471], [-3.359, -1.635, -0.061], [0.591, 2.944, 0.466], [1.101, 1.289, 0.415], [-1.602, 2.385, 0.337], [-1.161, -1.732, 1.021], [0.324, -0.503, 1.404], [-0.381, -1.330, -1.440], [1.042, -0.638, -1.072], [0.663, -2.472, -0.495]]}

***

No. 20
{"formula": "C5H8ClO2", "method": "ωB97M-V/def2-TZVPD", "multiplicity": 2, "relative_energy_ev": 0.000, "e_homo_ev": [-9.8067, -8.8884], "s2": 1.806, "charge": 0, "elements": ["H", "C", "C", "Cl", "C", "C", "C", "O", "O", "H", "H", "H", "H", "H", "H", "H"], "positions_angstrom": [[-0.806, -1.381, -0.558], [-0.891, -0.313, -0.933], [-2.014, 0.236, -0.007], [-2.984, -0.795, 1.084], [0.415, 0.266, -0.674], [0.698, 1.506, -0.109], [1.733, -0.492, -1.205], [-0.233, -1.493, 3.371], [0.837, -1.309, 2.613], [-1.595, 0.843, 0.818], [-2.871, 0.881, -0.427], [1.678, 2.084, -0.161], [-0.112, 2.068, 0.396], [1.441, -1.534, -1.389], [1.998, -0.030, -2.183], [2.706, -0.537, -0.636]]}

***

Going through the records in order, we get E_tot values of -195.20241; -195.14946; -195.23335; -1435.45859; -1985.05694; -425.46015; -3229.33020; -2868.99637; -3142.13897; -3124.90463; -1097.95475; -1115.70509; -1716.82344; -1705.76416; -755.33367; -755.33643; -785.33182; -860.48091; -1108.33911; -805.70363 Eh.